1.
{"formula": "C26H74N4O9", "method": "ωB97M-V/def2-TZVPD", "symbols": ["H", "H", "H", "O", "H", "H", "H", "N", "C", "H", "H", "H", "O", "H", "C", "H", "O", "H", "N", "H", "C", "H", "H", "H", "H", "H", "H", "H", "C", "H", "H", "H", "H", "C", "H", "H", "H", "N", "H", "O", "H", "H", "H", "C", "H", "H", "H", "H", "H", "C", "H", "C", "H", "C", "H", "H", "O", "H", "C", "H", "H", "C", "C", "N", "H", "H", "H", "C", "C", "O", "H", "H", "H", "H", "H", "H", "H", "H", "H", "C", "H", "C", "C", "O", "H", "H", "H", "H", "O", "C", "H", "H", "H", "H", "H", "H", "H", "C", "H", "C", "C", "H", "C", "H", "C", "C", "H", "C", "H", "C", "H", "H", "O"], "xyz": [[-20.885972, -4.141521, 8.139213], [-18.081212, -5.691610, 4.996908], [-19.933235, -4.461879, 6.666631], [-15.373266, -9.153898, 3.972093], [-13.011114, -6.218452, 5.123581], [-20.868373, -7.762932, 5.732641], [-13.583595, -11.050272, 2.654434], [-12.797071, -8.281185, 2.520318], [-12.585016, -10.775227, 2.326429], [-20.923551, -7.744543, 3.960737], [-10.268871, -8.313179, 3.201547], [-15.350630, -4.930690, -0.071751], [-14.960638, -9.109236, -0.394201], [-19.856260, -8.814590, 1.688652], [-15.913514, -5.943246, 1.669009], [-11.886872, -11.616450, 2.337585], [-9.916630, -10.360167, 3.476438], [-20.353331, -4.165979, -2.684410], [-17.034807, -6.661136, 0.965518], [-18.217590, -6.907236, -1.686257], [-20.178531, -5.895658, -1.572461], [-21.294465, -9.848717, 4.418361], [-14.860512, -11.682366, 4.917014], [-20.108208, -7.102164, 2.095592], [-17.667545, -5.866663, 0.837348], [-16.798489, -10.162225, 5.065975], [-8.261141, -10.377368, 2.243469], [-14.931876, -4.877549, 8.912390], [-14.636377, -5.903651, 9.179141], [-17.756779, -7.363923, 5.408625], [-17.217914, -4.845273, 3.063358], [-8.112601, -11.223396, 3.796740], [-15.816004, -8.961541, 5.996187], [-12.085258, -9.495309, 2.994200], [-15.814625, -7.007395, 7.920777], [-21.458184, -8.127551, 1.486431], [-18.556948, -5.579643, -2.842611], [-20.598060, -4.513121, -1.773769], [-17.463395, -7.252275, 1.674768], [-17.588391, -4.606507, 7.901279], [-15.051988, -0.575151, -0.532742], [-23.256682, -7.070454, 5.812355], [-13.869895, -10.512320, 5.787828], [-18.681374, -5.934977, -1.815430], [-21.551745, -4.321832, -1.514670], [-15.581072, -5.097639, 3.644923], [-20.328714, -5.554797, 0.535666], [-12.625951, -10.573255, 1.241269], [-12.184820, -9.505604, 4.088884], [-15.585546, -4.635323, 0.955287], [-21.733773, -6.326293, -0.063703], [-15.479456, -1.376636, 0.070884], [-13.758905, -8.383567, 2.840155], [-16.395448, -5.577453, 3.071722], [-23.334408, -7.158864, 4.022569], [-15.032463, -5.400032, 11.269451], [-20.048248, -7.540015, 0.127820], [-11.874927, -6.481564, 6.428014], [-14.279052, -5.903890, 10.661281], [-14.200188, -6.905907, 11.099935], [-19.609671, -2.991507, 7.530291], [-16.635980, -10.290488, 0.855779], [-17.289821, -6.448109, 5.061477], [-15.873663, -6.681327, 8.889767], [-18.131636, -5.231060, -1.189524], [-16.013854, -2.028363, -0.617238], [-12.607576, -5.644427, 8.533315], [-8.531803, -10.341306, 3.311144], [-14.893512, -10.865480, 5.631672], [-21.960303, -9.320867, 4.871872], [-15.755370, -0.020647, 1.733223], [-15.280601, -11.187041, 6.600503], [-16.799164, -9.439571, -1.252661], [-12.830381, -8.365762, 1.503075], [-14.758208, -4.151591, 1.464683], [-14.645589, -1.941937, 0.496498], [-15.842874, -10.817030, 1.388858], [-15.084518, -6.638394, 1.840322], [-15.720959, -10.816047, -0.998940], [-13.454659, -6.294816, 8.297967], [-17.515674, -10.926290, 0.974079], [-22.684219, -7.028321, 4.886645], [-20.640429, -6.318188, -0.213524], [-16.786879, -6.746878, 3.764458], [-13.020365, -7.792671, 5.965082], [-13.326947, -5.382592, 10.778794], [-22.310004, -5.996218, 4.831920], [-16.468919, -6.080921, 5.677910], [-16.604084, -1.860367, 2.130597], [-18.877605, -4.831205, 8.418382], [-8.023900, -9.472395, 3.757843], [-16.060564, -8.542199, 3.669942], [-19.166461, -5.899369, 8.325182], [-15.887968, -7.542119, 9.439479], [-13.223518, -7.350389, 8.518040], [-18.926098, -4.708228, 9.515667], [-17.055807, -1.514545, 2.902631], [-19.914690, -4.026203, 7.673229], [-10.301888, -9.313205, 1.741109], [-15.797691, -9.725397, 5.207207], [-10.582182, -9.291839, 2.814993], [-15.251696, -8.335740, 0.114350], [-20.385513, -7.906729, 1.400738], [-17.212649, -0.410707, 0.784267], [-12.883828, -6.721646, 6.079121], [-16.151076, -9.926426, -0.525496], [-20.607402, -6.571351, -2.328655], [-21.500138, -7.962611, 4.860993], [-16.812337, -9.358695, 1.403531], [-16.287943, -0.821893, 1.215501], [-16.454920, -3.984492, 0.984542], [-16.960556, -5.224314, 8.343252], [-13.852504, -6.192212, 6.976203]], "forces_ev_per_angstrom": [[-0.175, 0.216, 0.009], [0.163, 0.090, 0.076], [-0.343, 0.161, 0.021], [0.050, -0.385, 0.191], [-0.139, -0.198, -0.120], [0.086, -0.108, -0.007], [0.002, -0.092, 0.085], [0.253, -0.682, -0.072], [0.466, 0.225, -1.031], [0.113, -0.181, 0.027], [-0.101, -0.109, 0.147], [0.201, 0.560, -0.015], [-0.616, 0.277, 0.379], [0.190, -0.014, -0.133], [-1.381, -0.138, 1.097], [-0.093, 0.023, 0.768], [-0.285, 0.313, 0.207], [-0.253, 0.082, -0.170], [1.037, 1.079, 0.417], [-0.158, -0.156, -0.086], [-0.190, 0.234, -0.828], [-0.130, -0.075, 0.142], [-0.182, -0.069, -0.029], [-0.135, -0.061, 0.211], [-0.430, -0.666, -0.358], [-0.040, 0.339, 0.219], [-0.010, 0.031, 0.126], [0.444, -0.012, -0.004], [-0.743, 0.426, -0.028], [0.198, -0.102, 0.434], [-0.086, -0.176, -0.256], [-0.154, -0.049, -0.034], [-0.128, -0.047, -0.060], [0.388, 0.561, 0.422], [-0.039, 0.233, 0.142], [-0.072, 0.171, 0.156], [0.271, -0.225, -0.039], [0.247, 0.036, 0.545], [-0.157, -0.008, -0.184], [0.294, 0.043, 0.074], [-0.062, 0.127, 0.093], [-0.075, -0.333, -0.054], [-0.040, -0.024, -0.045], [0.203, 0.319, -0.037], [-0.185, -0.023, -0.321], [-0.044, -0.035, -0.165], [0.213, -0.077, -0.315], [-0.349, 0.153, 0.229], [-0.370, -0.283, -0.163], [0.187, -1.517, -0.218], [-0.012, -0.347, -0.550], [0.881, -0.154, 0.177], [0.083, 0.055, -0.035], [0.762, 0.276, 0.544], [-0.075, -0.226, 0.080], [0.002, 0.157, -0.208], [0.131, -0.152, -1.244], [0.026, -0.192, 0.041], [-0.137, -0.132, 0.014], [0.210, -0.018, -0.326], [-0.170, 0.152, 0.375], [-0.219, 0.330, 0.612], [-0.114, 0.025, -0.670], [0.708, -0.597, -0.056], [-0.188, 0.063, 0.136], [-0.296, -0.054, 0.241], [0.212, -0.068, -0.085], [0.625, -0.117, -0.270], [0.256, 0.696, 0.305], [0.340, 0.282, -0.205], [0.111, 0.025, -0.109], [0.142, -0.378, -0.061], [-0.602, -0.060, 0.440], [-0.128, 0.210, 0.125], [0.131, 0.165, -0.230], [0.022, -0.006, -0.204], [0.162, 0.145, -0.103], [0.232, 0.222, -0.499], [-0.472, -0.057, -0.148], [-0.752, -0.597, 1.008], [-0.165, 0.145, -0.554], [0.139, 0.821, 0.009], [0.444, 0.682, 1.223], [-0.488, -0.009, -0.179], [0.116, -0.252, -0.055], [-0.054, -0.064, 0.206], [0.009, -0.138, -0.014], [-0.165, -0.074, 0.350], [0.136, -0.443, -0.040], [-0.294, -1.127, 0.874], [-0.341, 0.096, -0.042], [0.190, 0.225, 0.168], [0.196, 0.179, -0.248], [-0.031, 0.287, 0.048], [0.375, 0.094, 0.141], [0.161, 0.586, -0.236], [-0.038, 0.219, -0.025], [0.768, -0.411, -0.726], [-0.144, 0.023, 0.188], [-0.113, -0.360, -0.575], [0.144, -0.344, -0.635], [0.121, 0.035, -0.250], [-0.279, -0.392, 1.114], [0.038, 0.158, 0.282], [-0.078, 0.629, -0.035], [1.843, -0.572, -0.457], [-0.208, -0.068, 0.183], [-0.390, -0.045, 0.109], [-0.142, -0.147, 0.079], [-0.828, 0.277, -0.387], [0.003, 0.087, -0.073], [-0.638, 0.140, -0.149], [-0.004, 0.260, -0.839]], "orbital_gap_ev": 9.49, "e_above_lowest_kcal_mol": 26.8, "e_lumo_ev": 0.4674, "total_charge": 0, "e_tot_ha": -1931.0545, "smiles": "COC[C@H](C)N.COC[C@H](C)N.COC[C@H](C)N.COC[C@H](C)N.CCO.CCO.CCO.CCO.CCO"}

2.
{"formula": "C26H75N3O10", "method": "ωB97M-V/def2-TZVPD", "symbols": ["H", "H", "C", "H", "H", "H", "H", "C", "N", "H", "O", "C", "H", "C", "O", "C", "O", "H", "H", "H", "H", "C", "N", "H", "H", "C", "H", "C", "H", "C", "H", "H", "H", "H", "H", "H", "C", "H", "H", "H", "C", "H", "H", "H", "H", "H", "H", "C", "O", "H", "H", "H", "H", "H", "H", "H", "H", "H", "H", "H", "H", "H", "H", "H", "O", "H", "O", "H", "O", "H", "C", "H", "C", "H", "H", "N", "H", "O", "H", "H", "H", "H", "H", "O", "O", "H", "H", "H", "C", "C", "C", "H", "H", "C", "H", "H", "H", "C", "H", "C", "H", "H", "H", "H", "H", "H", "C", "C", "H", "C", "C", "C", "C", "H"], "xyz": [[5.285078, 1.118703, -4.225376], [-0.805812, 0.339223, -4.037536], [-1.051432, 1.331753, -4.415236], [2.321338, -0.018857, 3.523504], [-3.142612, 2.924233, 3.186504], [-4.397222, -1.437077, -1.511356], [2.713838, -2.910657, 2.878814], [-0.353982, 3.259243, 0.683724], [1.448508, -0.449517, 3.253684], [-2.486342, 0.650033, 2.102824], [3.745958, -0.685247, -3.809746], [-0.396132, -5.071737, 0.659654], [2.270458, 0.733913, -1.260166], [2.568918, -2.550497, 3.897334], [-2.574582, 1.623243, -2.626236], [1.340828, -1.630717, 4.134144], [-0.760742, 3.980373, 3.052484], [-1.076632, 2.126543, 3.479474], [1.159218, -6.567167, 1.102674], [-5.981732, 3.487193, -0.190356], [-3.353492, 5.930363, 0.512304], [-4.958502, 3.859723, -0.142186], [-5.903502, 6.129443, -0.472406], [-0.989262, 2.395143, 0.878274], [-4.446852, 1.570153, 0.990394], [0.574468, -5.811517, 1.627234], [-3.071602, 1.307253, -0.023486], [5.841898, -0.600077, -4.945726], [6.668018, 0.604243, -3.667196], [-1.471812, 2.188543, -3.281856], [-4.332282, 1.713683, 3.474334], [-1.711872, -0.786557, -1.399466], [7.856578, -1.272997, -4.428316], [0.715698, 0.229943, 3.400034], [-2.842472, -2.881497, 0.067614], [1.322188, -1.331527, 5.182114], [-0.192692, -0.871597, 0.255164], [4.600538, -4.050607, 4.971344], [0.109108, -4.724437, -0.241576], [7.660308, -0.698567, -6.083426], [-4.120532, 1.602543, -0.049106], [1.897698, -0.900867, -2.985826], [-5.382082, -2.573917, -0.679986], [3.834938, -4.827767, 3.569084], [-0.064782, -2.592107, 2.783504], [-0.282212, 0.139243, 0.653004], [-4.716172, 5.104703, -1.934786], [3.673258, -4.476587, 4.588224], [-3.728802, -4.569587, -0.482696], [3.458038, 0.392583, 0.975054], [2.725298, 2.291873, -0.558836], [-0.910342, -4.268577, 1.187504], [-1.719792, 3.209513, -3.572096], [4.625458, -0.112067, -0.334356], [-2.615632, 5.348503, -1.020156], [-6.811742, 5.687743, -0.462356], [4.810568, -2.391477, -4.135836], [-1.882002, 4.549793, 1.508374], [3.171558, -1.478377, -1.883386], [3.741368, 1.596223, -1.836956], [3.441398, -1.931667, 4.106924], [-2.551772, -0.108877, 3.671094], [0.078198, -6.214997, 2.509854], [2.730088, -2.445817, -3.284686], [-4.051922, 2.901403, -0.666816], [-0.084192, -0.373647, -1.811726], [-1.412882, -5.937647, 0.314704], [-2.966212, -5.101357, -0.243356], [-1.067902, 1.170923, 3.570574], [-0.802032, -1.754767, 4.164734], [-3.286522, 1.955223, 3.664444], [-1.033562, -6.444337, -0.407086], [0.060128, -2.334617, 3.835264], [-4.662592, 0.872753, -0.650496], [-4.847362, -2.919537, -2.296266], [6.160528, 0.719723, -4.532766], [5.273538, -0.567237, -5.875246], [1.142818, -1.349727, 0.479504], [-3.127422, 2.045733, 4.738964], [5.418298, -1.367797, -2.901556], [-1.814682, 1.330993, -5.193396], [-0.498182, -2.055957, -1.502526], [5.471398, 1.304083, 1.165234], [4.955948, 1.672253, 0.443874], [2.482468, -3.704547, 4.726804], [-3.019392, 2.215143, -2.015166], [0.709378, 3.106543, 0.868274], [1.352738, -1.055527, 1.368874], [-4.766592, 5.215093, -0.851566], [4.049318, 0.698463, 0.111964], [-0.674072, -1.031737, -1.173716], [-0.496852, 3.536653, -0.360656], [7.123528, -2.229847, -5.732806], [-3.435012, 5.912513, -0.574496], [-0.000252, -3.262437, 4.404124], [3.574848, -5.444917, 5.078894], [-0.222112, 5.197003, 1.589304], [4.995908, -1.342217, -3.906056], [-5.818232, 6.257083, 0.525864], [7.170878, -1.241767, -5.275036], [-2.635312, -3.314587, -1.702286], [-0.689122, 2.407603, -2.555566], [-3.486302, 6.902993, -1.026636], [1.327448, -5.137417, 2.035544], [-4.806752, 4.018063, 0.925524], [-0.861892, -1.427047, 0.912244], [3.114078, 1.363183, -0.976556], [-4.518962, -2.506987, -1.342286], [-0.158222, 1.674113, -4.937796], [-3.306032, -3.255917, -0.845086], [2.851718, -1.424437, -2.924006], [-0.840072, 4.308493, 1.718764], [-2.359722, 0.839223, 3.168784], [-0.787942, 4.778603, 3.585104]], "forces_ev_per_angstrom": [[-0.241, 0.591, -0.011], [-0.342, -0.189, -0.231], [0.462, -0.270, -0.663], [0.171, 0.519, -0.253], [0.452, -0.069, -0.078], [0.563, 0.037, 0.009], [-0.504, 0.310, -0.464], [-0.452, 0.233, 1.735], [1.098, -0.686, 0.087], [0.317, 0.148, -0.286], [-0.763, -0.695, 0.928], [1.204, 0.138, 1.924], [0.179, -0.075, 0.027], [-0.576, 0.344, 0.342], [-0.386, -1.251, -0.209], [0.062, -0.253, -0.851], [0.530, -1.571, 1.693], [0.922, 0.600, 0.103], [-0.296, -0.299, -0.020], [-0.254, 0.055, -0.533], [0.550, 0.497, 0.063], [0.426, 0.340, -0.486], [0.972, -0.352, 0.250], [0.512, -0.542, -0.206], [-0.396, 0.518, -0.061], [0.371, 1.049, -0.292], [-0.037, -0.454, -0.036], [0.271, -1.518, -0.330], [0.468, 0.295, 0.263], [-0.097, 1.754, 1.039], [-0.127, -0.174, 0.172], [-0.071, 0.084, 0.576], [-0.045, -0.019, 0.117], [-0.411, -0.033, 0.212], [0.246, 0.869, -0.327], [0.242, -0.106, 0.243], [-0.451, -0.379, 0.866], [-0.168, 0.628, 0.010], [0.192, 0.410, 0.194], [-0.010, 0.546, 0.263], [1.156, 0.115, -0.172], [0.060, -0.138, 0.122], [0.123, -0.273, 0.290], [0.019, 0.607, -0.542], [0.168, 0.148, -0.109], [0.105, 0.444, -0.426], [-0.831, -0.402, -0.124], [-0.377, -1.174, -0.030], [-0.832, 0.072, -0.485], [-0.077, -0.351, -0.015], [0.032, 0.041, 0.010], [0.448, 0.396, -0.084], [-0.252, 0.163, -0.707], [-0.493, -0.653, -0.002], [0.031, -0.006, 0.177], [-0.158, -0.534, -0.881], [0.139, -0.275, -0.521], [-0.105, 0.200, -0.370], [0.282, 0.271, 0.028], [-0.194, -0.003, -0.105], [0.477, -0.106, 0.377], [-0.541, -0.032, -0.022], [-0.292, -0.200, -0.336], [-0.024, -0.116, -0.164], [-0.537, -0.208, 0.819], [0.112, -0.007, -0.179], [-1.026, -1.273, -1.178], [0.379, -0.125, 0.140], [0.782, 0.225, -0.364], [-0.018, 0.236, -0.164], [-0.656, -0.740, -0.105], [-0.489, -0.555, -0.100], [-0.933, -0.805, 0.360], [-0.237, 0.218, -0.053], [0.088, -0.147, -0.020], [-0.486, 1.223, 0.592], [-0.284, 0.085, 0.014], [-0.735, -0.023, -1.432], [-0.149, 0.187, -0.001], [0.698, 0.252, 0.176], [-0.220, -0.457, 0.208], [0.035, -0.071, -0.001], [0.334, 0.330, 0.077], [1.354, 1.370, 1.056], [1.172, 0.176, 0.056], [0.149, 0.580, -0.136], [-0.091, -0.569, -0.110], [0.315, 0.224, 0.851], [-0.972, 0.093, -0.313], [-1.969, 0.069, -2.048], [0.989, 0.176, -0.323], [-0.142, 0.437, 0.230], [-0.388, -0.379, 0.479], [-0.875, -0.541, 0.436], [0.100, -0.114, 0.000], [-0.488, 0.230, 0.594], [-0.175, 0.350, -0.391], [-0.413, -0.158, -0.086], [0.470, 0.593, 0.442], [0.476, -0.812, -0.790], [0.597, 0.135, 0.247], [0.623, -0.613, 0.139], [0.148, 0.030, 0.283], [0.036, 0.352, -0.085], [0.439, -0.013, 0.392], [-0.270, -0.385, 0.114], [0.782, -0.676, 1.041], [-0.792, 0.392, 0.023], [0.172, 0.333, 0.319], [-0.513, -0.906, 0.127], [0.227, 0.786, -1.074], [-0.055, 1.490, -2.562], [-1.016, -0.154, 0.657], [0.006, -0.064, -0.044]], "orbital_gap_ev": 9.64, "e_above_lowest_kcal_mol": 27.3, "e_lumo_ev": 0.3099, "total_charge": 0, "e_tot_ha": -1952.1023, "smiles": "COC[C@H](C)N.COC[C@H](C)N.COC[C@H](C)N.CCO.CCO.CCO.CCO.CCO.CCO.CCO"}

HOMO energy list, top to bottom, in eV: -9.02; -9.33